Entry 1:
150
Properties=species:S:1:pos:R:3:forces:R:3:mulliken_charge:R:1 method="wB97M-V/def2-TZVPD" total_charge=+1 molar_mass_g_mol=1463.5 spin_multiplicity=1 lumo_ev=-2.49 largest_force_ha_per_bohr=0.0124
Ir 1.199722 0.630765 -0.397882 -0.55 -0.19 0.16 2.826
N 0.387763 1.524285 1.145712 0.37 0.41 0.32 0.021
S -0.377007 2.752333 1.464362 -0.16 0.11 -0.20 0.733
N -1.947521 2.980115 1.093597 0.02 -0.32 0.16 -0.280
S -2.622356 2.637846 -0.271310 0.15 0.13 0.02 1.760
N -2.024523 3.226467 -1.564576 -0.07 -0.01 -0.03 -0.224
S -0.784487 2.382678 -2.317578 -0.34 0.13 -0.13 1.653
N -0.305642 1.185182 -1.647337 0.33 0.00 0.02 0.068
C 0.271027 3.741971 -2.749923 0.16 -0.02 0.07 0.913
C 0.092707 5.037313 -2.284630 -0.18 0.06 -0.25 -0.253
C 1.007971 6.004624 -2.668824 -0.11 -0.02 -0.25 -0.686
C 2.090057 5.666047 -3.472586 -0.04 0.01 -0.02 -0.989
C 2.263565 4.360209 -3.912311 0.02 0.04 0.02 -0.898
C 1.340252 3.388641 -3.565493 0.05 -0.08 0.07 -1.142
C -1.516113 1.948639 -3.873471 -0.10 0.05 -0.01 0.350
C -2.460032 2.768080 -4.479219 -0.04 0.01 0.04 -0.953
C -2.997797 2.372488 -5.691502 0.00 0.00 -0.02 -0.905
C -2.574502 1.185938 -6.284101 0.01 0.01 -0.01 -0.849
C -1.609000 0.399338 -5.675324 0.01 0.03 0.00 -1.185
C -1.063469 0.776285 -4.454281 -0.04 -0.04 0.03 1.048
C -4.202969 3.398549 -0.112124 0.05 0.09 -0.08 0.188
C -5.258072 2.679408 0.422387 -0.02 0.00 0.06 -0.507
C -6.480303 3.318948 0.574594 0.01 -0.02 0.01 -0.934
C -6.621622 4.646621 0.200086 -0.01 0.02 -0.01 -0.661
C -5.547036 5.350466 -0.331281 0.00 0.00 0.01 -0.793
C -4.321748 4.727787 -0.495250 -0.04 -0.01 -0.03 -0.573
C -2.944350 0.884750 -0.451807 -0.10 0.08 -0.10 -0.467
C -3.677857 0.599678 -1.685452 0.09 0.00 -0.02 -0.478
C -4.096099 -0.581528 -2.140184 -0.05 0.01 -0.01 -1.290
C -4.061202 -1.969925 -1.575940 -0.02 0.00 0.00 1.281
C -2.205693 -1.417883 0.092863 0.06 0.18 0.14 0.767
C -2.361014 0.051678 0.398887 0.09 -0.10 0.11 -1.447
C 0.449942 4.225381 0.916196 -0.07 0.01 0.02 0.691
C 1.701970 4.109234 0.335861 0.12 0.03 0.04 -0.242
C 2.368610 5.269239 -0.035886 0.06 -0.05 0.17 -0.541
C 1.784365 6.506194 0.182842 0.03 -0.01 0.21 -0.824
C 0.522466 6.602493 0.762283 0.05 0.02 0.04 -0.890
C -0.158324 5.456768 1.134302 0.04 -0.01 0.01 -1.034
C -0.488680 2.938022 3.227544 0.00 -0.03 0.01 0.237
C -1.691515 2.986570 3.910312 -0.03 0.04 -0.01 -0.231
C -1.664903 3.051498 5.298046 0.00 0.01 0.00 -0.857
C -0.455172 3.074251 5.974024 0.00 0.01 0.00 -0.590
C 0.744812 3.033739 5.271702 -0.01 -0.01 0.01 -0.820
C 0.733705 2.959237 3.890898 0.02 -0.01 -0.02 -0.674
H -0.745657 5.287381 -1.649442 0.03 -0.02 -0.03 0.265
H 0.878334 7.025277 -2.332481 -0.01 -0.03 -0.04 0.632
H 2.806432 6.426789 -3.755743 0.00 0.01 0.00 0.419
H 3.120878 4.077648 -4.507038 0.00 -0.02 -0.02 0.510
H 1.468957 2.365047 -3.905320 -0.06 0.07 -0.03 0.795
H -2.774794 3.688801 -4.004191 0.00 -0.01 -0.01 0.412
H -3.740428 2.989419 -6.179741 0.00 0.00 0.00 0.460
H -2.990898 0.886144 -7.237185 -0.01 0.00 0.01 0.433
H -1.261395 -0.504687 -6.158178 0.00 0.00 0.01 0.552
H -0.275653 0.204947 -3.975923 -0.04 -0.01 -0.01 -0.343
H -5.135417 1.643712 0.712083 0.01 0.01 -0.01 0.500
H -7.321084 2.774985 0.982897 0.00 0.00 0.00 0.453
H -7.578041 5.138491 0.318086 0.01 -0.01 0.00 0.414
H -5.665599 6.384903 -0.623757 0.00 -0.01 0.00 0.476
H -3.477846 5.252422 -0.922977 -0.01 -0.02 0.00 0.385
H -3.870683 1.456728 -2.320151 0.02 0.01 -0.02 0.743
H -4.569613 -0.544623 -3.118234 -0.02 0.00 0.02 0.408
H -3.408311 -2.541415 -2.249315 0.03 0.02 0.00 -0.217
H -1.658400 -1.869191 0.919542 -0.04 0.00 -0.03 -0.059
H -1.854165 0.419814 1.279045 0.01 0.04 0.00 0.933
H 2.148982 3.138477 0.156921 -0.01 0.01 -0.01 0.464
H 3.338665 5.193625 -0.508386 -0.01 0.00 0.00 0.551
H 2.309554 7.407153 -0.107131 0.00 -0.01 0.01 0.461
H 0.071955 7.572241 0.927341 0.00 0.00 0.00 0.436
H -1.137976 5.515422 1.592361 0.00 -0.01 0.00 0.452
H -2.626867 2.978155 3.369537 0.01 -0.01 0.00 0.433
H -2.595409 3.087955 5.848430 0.00 0.00 0.00 0.469
H -0.443336 3.128976 7.054609 0.00 0.00 -0.01 0.423
H 1.687376 3.059586 5.802191 -0.01 0.00 -0.01 0.476
H 1.660255 2.918300 3.329795 -0.01 -0.01 0.00 0.385
C 3.608026 -3.336819 -0.265219 0.00 -0.10 -0.05 -1.342
C 3.303489 -3.515074 1.204056 -0.04 0.09 0.10 3.104
C 4.304462 -4.391731 1.920010 0.03 0.01 0.02 -2.050
O 2.000585 -4.168570 1.407872 0.12 -0.06 -0.09 0.058
P 0.607607 -3.479871 1.177803 -0.10 -0.04 0.03 0.072
O 0.452174 -2.096736 1.660189 0.09 0.07 0.03 -0.770
C 0.240396 -3.616509 -0.596854 0.09 -0.05 0.02 -0.511
P -0.025260 -2.099239 -1.516700 -0.22 0.18 -0.16 -0.723
O 1.134631 -1.165647 -1.427830 0.47 -0.29 -0.08 0.852
O -1.389020 -1.460054 -1.090650 -0.16 -0.36 -0.17 -0.537
C -3.526281 -2.153405 -0.148056 -0.05 0.02 -0.06 0.105
C -5.475327 -2.558954 -1.701793 0.00 -0.03 -0.01 -1.760
C -3.378875 -3.639222 0.185501 -0.01 -0.01 0.01 -1.820
O -0.391325 -2.542358 -2.964296 0.04 -0.01 0.13 -0.277
C 0.403501 -3.233332 -3.999748 -0.09 0.06 -0.12 0.616
C 1.871713 -3.354780 -3.675912 -0.03 0.00 0.07 -0.966
C -0.275034 -4.564435 -4.242472 -0.03 -0.01 0.03 -1.582
O -0.411912 -4.451896 1.884166 0.06 -0.01 0.00 -0.246
C -0.357111 -5.897392 2.097400 0.00 0.03 -0.01 0.491
C 0.007572 -6.648845 0.832607 0.01 0.00 -0.02 -1.155
C 0.545951 -6.216632 3.270378 0.00 0.01 0.01 -1.376
H 4.581544 -2.860251 -0.381450 0.00 -0.03 0.01 0.555
H 2.902186 -2.682767 -0.778367 0.02 0.05 0.03 0.140
H 3.650975 -4.308665 -0.766473 -0.03 0.02 0.01 0.335
H 3.233830 -2.545293 1.699318 -0.04 -0.08 -0.09 -1.531
H 4.321244 -5.388320 1.475834 0.01 0.01 0.00 0.392
H 4.064108 -4.481809 2.979763 -0.01 0.00 0.00 0.437
H 5.301450 -3.960011 1.825132 0.00 0.00 0.00 0.437
H -0.642056 -4.241537 -0.728209 -0.02 0.01 -0.04 0.444
H 1.072232 -4.119737 -1.092551 -0.03 -0.04 0.08 0.761
H -4.249829 -1.715571 0.549578 0.02 0.00 0.02 0.510
H -5.487898 -3.625036 -1.483442 0.00 0.01 0.00 0.434
H -5.859317 -2.428812 -2.713561 0.01 0.01 0.00 0.441
H -6.162336 -2.058002 -1.015980 0.00 -0.01 0.00 0.371
H -2.826089 -4.155554 -0.605510 0.00 0.01 0.01 0.308
H -4.345932 -4.130185 0.276960 0.00 0.01 0.00 0.571
H -2.844942 -3.779632 1.126402 0.00 0.00 -0.02 0.444
H 0.276309 -2.585440 -4.866924 0.07 0.02 0.02 0.239
H 2.050581 -4.026263 -2.830552 0.00 -0.02 -0.10 0.193
H 2.328032 -2.390333 -3.468262 0.07 0.05 0.01 0.082
H 2.367792 -3.792373 -4.543482 0.02 0.03 0.01 0.504
H -0.153471 -5.226343 -3.380938 0.00 0.02 0.00 0.223
H 0.179620 -5.052223 -5.105235 0.00 0.01 0.01 0.471
H -1.339446 -4.434576 -4.439356 0.02 0.01 0.00 0.329
H -1.388511 -6.128048 2.364549 0.00 -0.01 0.01 0.416
H 1.006532 -6.380692 0.485767 0.00 0.00 0.01 0.115
H -0.714824 -6.467120 0.035640 0.01 0.01 0.01 0.232
H 0.006081 -7.718530 1.043186 -0.02 0.00 0.00 0.575
H 1.591285 -6.039961 3.022607 0.00 0.00 -0.01 0.196
H 0.425123 -7.266028 3.542212 0.00 0.01 0.00 0.502
H 0.276621 -5.607233 4.132988 0.00 -0.01 -0.01 0.341
N 4.640437 -2.536988 9.056005 -0.01 0.02 -0.02 -0.489
C 4.508885 -2.182224 7.971463 0.02 -0.02 0.00 -0.071
C 4.340599 -1.741708 6.612032 -0.01 0.00 0.04 0.566
C 3.160556 -2.034473 5.932687 0.00 -0.01 -0.01 -1.165
C 2.994555 -1.616221 4.624945 0.00 -0.03 0.02 0.199
C 4.005725 -0.886953 4.009172 0.00 0.00 -0.01 0.199
C 5.185011 -0.591658 4.678362 0.00 0.01 0.03 -0.587
C 5.354825 -1.025932 5.981143 0.00 0.01 -0.03 -0.873
N 3.820677 -0.454356 2.672013 0.02 0.08 -0.01 0.516
C 4.764105 -0.414367 1.655316 -0.01 -0.02 0.01 -0.377
C 4.096434 -0.078744 0.522905 -0.05 0.05 0.02 -1.169
N 2.763809 0.097464 0.841902 -0.11 -0.13 -0.10 0.093
C 2.629342 -0.136298 2.126049 -0.01 0.02 0.03 -0.825
H 2.383634 -2.601809 6.426699 0.01 0.01 0.00 0.488
H 2.094383 -1.870079 4.077272 0.01 0.00 0.00 0.608
H 5.957709 -0.012270 4.191131 0.00 0.00 0.00 0.554
H 6.267191 -0.801361 6.515956 0.00 0.00 0.00 0.486
H 5.795989 -0.665767 1.823862 -0.01 0.01 0.00 0.525
H 4.443704 0.011302 -0.493110 0.00 -0.01 -0.02 0.576
H 1.702902 -0.089914 2.669537 0.00 0.00 -0.01 0.800
O 1.814061 0.149282 -4.056471 0.16 -0.13 0.07 -0.514
Se 3.122975 0.410675 -3.121547 -0.06 0.03 0.11 1.051
O 3.819374 -0.949413 -2.573100 0.04 0.10 -0.03 -0.575
O 2.541068 1.251311 -1.694848 0.13 -0.02 -0.06 -0.802
O 4.121430 1.525504 -3.715287 -0.04 -0.06 0.00 -0.903

***

Entry 2:
85
Properties=species:S:1:pos:R:3:forces:R:3:mulliken_charge:R:1 method="wB97M-V/def2-TZVPD" relative_energy_kj_mol=513.1 molar_mass_g_mol=865.5 spin_multiplicity=1 lumo_ev=-1.89 largest_force_ha_per_bohr=0.1650
C 1.707605 0.219419 -1.632234 0.76 -0.56 0.16 -0.896
C 1.592245 -1.035674 -2.695223 -1.70 1.20 0.08 -0.421
I 3.624096 -1.846330 -2.931621 -1.15 0.22 0.01 0.036
C 0.961799 -0.567817 -4.170400 1.19 -1.14 0.80 -0.799
N -0.131537 0.432997 -3.873848 0.35 1.78 -2.66 0.659
C -1.517070 -0.097416 -4.168371 -1.64 -0.73 1.08 -0.695
C -2.018641 -0.857109 -2.768411 -0.28 0.20 0.84 -0.135
C -3.431236 -0.214890 -2.202995 0.59 0.04 0.58 0.667
F -4.539590 -0.471776 -3.163455 3.31 1.35 3.49 -0.248
F -3.156245 1.246457 -1.987150 -1.65 -4.37 -0.82 -0.233
F -3.803697 -0.754114 -0.841815 0.85 1.78 -4.54 -0.249
C 0.124654 1.792237 -4.483358 1.54 1.86 -4.65 -0.063
O 0.725709 2.050163 -5.647174 -3.66 -1.98 7.39 -0.579
O -0.403850 2.968571 -3.722700 2.44 -3.83 -0.04 -0.184
H 2.111002 -0.240418 -0.622111 -0.68 1.09 -2.08 0.392
H 0.690393 0.740049 -1.380091 1.84 -1.06 -0.74 0.125
H 2.500247 1.003048 -2.059191 -1.82 -1.63 1.04 0.308
H 0.870471 -1.864448 -2.291168 1.70 1.44 -0.54 0.433
H 1.829188 -0.175631 -4.850368 -1.92 -0.43 1.27 0.488
H 0.516598 -1.540333 -4.646066 0.80 1.95 0.69 0.281
H -2.311945 0.750069 -4.402412 2.01 -1.67 0.37 0.320
H -1.545742 -0.934445 -5.009426 0.29 2.08 1.54 0.320
H -2.111653 -2.018461 -2.883038 -0.16 2.29 0.14 0.354
H -1.202380 -0.665642 -1.929490 -1.91 -0.25 -1.74 -0.132
H 0.052875 2.861646 -2.817713 -1.24 0.19 -1.58 0.294
O -4.510255 -1.593756 4.713537 0.68 -0.21 -0.43 -0.552
C -3.511659 -1.898183 4.075853 -0.78 0.23 0.52 0.303
C -2.526761 -2.861293 4.606520 0.43 -0.25 -0.07 -0.307
C -1.434932 -3.191611 3.910011 -0.26 -0.08 0.38 -0.140
C -1.167520 -2.609247 2.579918 0.67 -0.19 -0.43 0.184
O -0.168924 -2.913674 1.942234 -0.59 0.19 0.35 -0.569
C -2.152418 -1.646138 2.049251 -0.38 0.23 0.07 -0.252
C -3.244247 -1.315819 2.745760 0.27 0.06 -0.42 -0.462
H -2.737497 -3.280288 5.583173 -0.01 0.04 -0.02 0.467
H -0.702235 -3.895749 4.284972 0.02 0.06 -0.02 0.414
H -1.941682 -1.227143 1.072598 -0.01 -0.03 0.03 0.444
H -3.976944 -0.611682 2.370799 0.00 -0.02 0.02 0.438
O -5.093976 6.085672 -6.588330 0.47 0.08 0.66 -0.555
C -4.378096 6.206559 -5.603742 -0.54 -0.12 -0.77 0.300
C -3.784048 5.030361 -4.938252 0.29 -0.16 0.36 -0.310
C -3.003804 5.163297 -3.861279 -0.22 -0.30 -0.29 -0.198
C -2.701083 6.491416 -3.291838 0.51 0.08 0.69 0.377
O -1.985203 6.612302 -2.307250 -0.43 -0.09 -0.61 -0.578
C -3.295131 7.667614 -3.957328 -0.27 0.20 -0.35 -0.403
C -4.075375 7.534678 -5.034302 0.22 0.28 0.34 -0.372
H -4.014922 4.063138 -5.368362 -0.02 0.05 -0.01 0.426
H -2.560795 4.310968 -3.360751 0.01 0.05 -0.02 0.457
H -3.064257 8.634837 -3.527218 0.02 -0.05 0.01 0.417
H -4.518384 8.387007 -5.534830 0.00 -0.05 -0.01 0.415
O -1.443485 -9.332141 6.940172 0.25 0.82 -0.02 -0.552
C -1.006458 -8.191955 6.866057 -0.22 -1.00 0.00 0.306
C -1.721816 -7.055016 7.478302 -0.08 0.51 0.11 -0.459
C -1.244658 -5.809347 7.394918 -0.33 -0.23 0.14 -0.293
C 0.018505 -5.516803 6.688773 0.20 0.28 0.00 0.526
O 0.455533 -4.376616 6.614658 -0.42 -0.44 0.07 -0.568
C 0.733864 -6.653741 6.076527 0.02 -0.38 -0.20 -0.174
C 0.256705 -7.899411 6.159912 0.21 0.32 -0.08 -0.493
H -2.646550 -7.286007 7.993402 0.03 -0.02 -0.02 0.417
H -1.757231 -4.964094 7.837710 0.02 0.00 0.01 0.452
H 1.658598 -6.422751 5.561427 -0.04 0.00 0.10 0.396
H 0.769279 -8.744664 5.717120 -0.03 0.01 0.02 0.453
O 1.634262 7.908469 -6.063642 0.27 -0.50 0.52 -0.570
C 2.035812 7.064482 -5.274368 -0.35 0.54 -0.62 0.312
C 1.647489 5.646220 -5.404551 0.03 -0.42 0.18 -0.257
C 2.084964 4.725211 -4.540443 -0.12 0.10 -0.27 -0.073
C 2.976236 5.085776 -3.419983 0.19 -0.44 0.37 0.320
O 3.377786 4.241789 -2.630708 -0.27 0.39 -0.37 -0.572
C 3.364559 6.504039 -3.289800 0.02 0.46 -0.12 -0.376
C 2.927084 7.425048 -4.153908 0.28 -0.13 0.41 -0.454
H 0.993853 5.397524 -6.232035 0.02 0.00 0.02 0.490
H 1.809107 3.680875 -4.621169 0.10 0.22 -0.11 0.331
H 4.018194 6.752734 -2.462316 -0.02 -0.03 -0.01 0.429
H 3.202941 8.469383 -4.073182 -0.03 -0.02 -0.03 0.414
O 3.656515 -5.858798 5.284075 0.37 0.53 -0.11 -0.565
C 4.093542 -4.718611 5.209960 -0.19 -0.43 0.04 0.570
C 3.378184 -3.581673 5.822205 -0.02 0.41 0.19 -0.055
C 3.855342 -2.336003 5.738821 -0.23 -0.33 0.08 -0.500
C 5.118505 -2.043459 5.032676 0.24 0.95 -0.02 0.336
O 5.555533 -0.903273 4.958561 -0.26 -0.78 0.03 -0.560
C 5.833864 -3.180398 4.420430 0.04 -0.50 -0.10 -0.434
C 5.356705 -4.426067 4.503815 0.34 0.24 -0.15 -0.424
H 2.453450 -3.812663 6.337305 0.08 0.01 -0.10 0.361
H 3.342769 -1.490750 6.181613 0.04 -0.01 -0.01 0.455
H 6.758598 -2.949407 3.905330 -0.04 0.03 0.02 0.402
H 5.869279 -5.271320 4.061023 -0.03 0.00 0.01 0.421

***

Entry 3:
14
Properties=species:S:1:pos:R:3:forces:R:3:nbo_charge:R:1 method="wB97M-V/def2-TZVPD" relative_energy_kj_mol=14.4 molar_mass_g_mol=114.1 spin_multiplicity=1 lumo_ev=0.59 largest_force_ha_per_bohr=0.0720
N 1.475090 -1.160590 -1.623058 0.08 0.82 -3.61 -0.789
C 0.755604 -0.496561 -0.717228 -1.32 1.25 0.43 0.614
N -0.078429 0.480354 -0.977532 1.47 -1.41 -0.82 -0.612
C -1.026541 0.816186 -0.041773 -0.87 1.60 0.94 0.757
O -1.975791 1.534662 -0.329929 0.47 -0.69 0.22 -0.618
N -0.833546 0.422951 1.286769 -1.85 0.15 -0.98 -0.672
C 0.368275 -0.240122 1.633925 1.41 0.40 0.45 -0.041
N 0.971786 -1.025938 0.517978 -1.24 -0.53 2.31 -0.637
H 1.458914 -0.796561 -2.610160 -0.17 -0.59 1.66 0.413
H 2.341789 -1.567285 -1.350910 0.37 -0.13 0.32 0.398
H -1.462378 0.895718 1.971875 1.02 -0.88 -0.90 0.424
H 1.098260 0.534012 1.881198 0.49 -0.09 -0.03 0.164
H 0.242255 -0.800254 2.561128 0.03 -0.50 -0.38 0.203
H 0.799154 -2.037372 0.507656 0.12 0.60 0.37 0.397